# 1
This record from the Open Molecules 2025 dataset describes a cluster of 6 separate species, C6H24N12O6 in total at a distorted geometry. The level of theory is ωB97M-V/def2-TZVPD.

- SMILES string = NC(N)=O.NC(N)=O.NC(N)=O.NC(N)=O.NC(N)=O.NC(N)=O
- max |F| (eV/Å) = 7.694
- E_HOMO (Ha) = -0.3527
- total charge = 0
- E (eV) = -36778.6186
- energy above the lowest of the compared OMol25 structures with the same formula, charge and spin (kcal/mol) = 142.0
- multiplicity = 1

Element x y z (Å)
N1 22.33 -14.45 -3.49
C1 23.32 -13.64 -3.43
N2 23.37 -12.92 -4.51
O1 23.98 -13.64 -2.44
H1 21.92 -14.85 -2.66
H2 22.54 -15.08 -4.25
H3 22.58 -12.94 -5.15
H4 23.94 -12.08 -4.50
N3 20.64 -18.93 2.46
C2 21.72 -18.27 2.71
N4 21.71 -17.05 2.29
O2 22.67 -18.84 3.21
H5 20.00 -18.40 1.89
H6 20.70 -19.94 2.48
H7 22.59 -16.58 2.38
H8 20.83 -16.57 2.13
N5 28.59 -9.94 -2.03
C3 27.90 -8.78 -1.83
N6 26.67 -8.98 -1.65
O3 28.43 -7.69 -1.98
H9 29.57 -10.04 -2.26
H10 28.04 -10.78 -1.91
H11 26.22 -9.78 -1.25
H12 26.05 -8.18 -1.70
N7 17.73 -12.47 -7.56
C4 17.62 -12.95 -8.73
N8 16.75 -13.99 -8.77
O4 18.01 -12.53 -9.75
H13 18.53 -11.85 -7.59
H14 16.93 -12.40 -6.95
H15 16.38 -14.23 -7.87
H16 16.48 -14.42 -9.65
N9 15.42 -16.13 -0.14
C5 16.33 -15.32 -0.57
N10 16.31 -15.21 -1.87
O5 17.06 -14.65 0.18
H17 14.87 -16.67 -0.80
H18 15.35 -16.25 0.86
H19 16.55 -14.27 -2.14
H20 15.62 -15.84 -2.25
N11 21.53 -18.58 -8.78
C6 22.82 -18.20 -8.60
N12 23.09 -18.12 -7.38
O6 23.59 -18.03 -9.56
H21 21.26 -18.61 -9.75
H22 20.97 -18.75 -7.96
H23 22.73 -18.84 -6.77
H24 24.07 -17.92 -7.23

=====

# 2
This record from the Open Molecules 2025 dataset describes a structure of composition C25H30BBrFN10O2S4Ta at a distorted geometry. The level of theory is ωB97M-V/def2-TZVPD.

- max |F| (eV/Å) = 1.746
- E_HOMO (Ha) = -0.4875
- total charge = +2
- E (eV) = -163728.4538
- energy above the lowest of the compared OMol25 structures with the same formula, charge and spin (kcal/mol) = 37.1
- multiplicity = 1

Element x y z (Å)
Ta1 -0.13 -0.07 -0.12
C1 5.62 0.26 -2.79
C2 4.37 -0.45 -3.10
N1 4.12 -1.14 -4.16
N2 2.86 -1.59 -4.05
C3 2.29 -1.18 -2.91
S1 0.72 -1.50 -2.39
N3 3.25 -0.45 -2.27
N4 3.07 0.13 -1.02
H1 6.26 0.22 -3.67
H2 6.15 -0.21 -1.96
H3 5.43 1.30 -2.53
H4 2.46 -2.18 -4.76
H5 3.07 1.14 -1.07
H6 3.81 -0.17 -0.39
C4 -3.05 2.97 -0.61
N5 -2.31 3.19 0.61
C5 -1.95 4.40 1.13
C6 -1.36 4.15 2.34
N6 -1.37 2.81 2.56
B1 -1.06 2.12 3.91
N7 0.34 1.44 3.90
C7 0.83 0.95 5.07
C8 2.02 0.35 4.83
N8 2.27 0.48 3.50
C9 3.44 0.00 2.81
C10 1.23 1.14 2.95
S2 1.22 1.61 1.27
C11 -1.94 2.24 1.50
S3 -2.15 0.54 1.26
H7 -2.92 3.83 -1.26
H8 -4.11 2.85 -0.39
H9 -2.68 2.07 -1.11
H10 -2.14 5.32 0.63
H11 -0.95 4.83 3.05
H12 -1.06 2.94 4.75
H13 -1.86 1.25 4.06
H14 0.28 1.06 5.98
H15 2.70 -0.13 5.51
H16 4.09 -0.50 3.52
H17 3.97 0.84 2.36
H18 3.14 -0.70 2.03
F1 2.09 -4.62 3.70
C12 1.65 -3.67 2.88
C13 2.16 -3.58 1.60
C14 1.70 -2.56 0.77
C15 0.75 -1.64 1.20
C16 0.23 -1.79 2.49
C17 0.68 -2.78 3.34
H19 2.89 -4.30 1.26
H20 2.10 -2.50 -0.23
H21 -0.54 -1.13 2.85
H22 0.28 -2.89 4.33
Br1 -5.32 -5.52 -1.88
C18 -5.06 -3.65 -1.73
C19 -6.16 -2.80 -1.77
C20 -5.96 -1.42 -1.71
C21 -4.69 -0.90 -1.61
C22 -3.60 -1.77 -1.51
C23 -3.78 -3.15 -1.57
C24 -2.28 -1.22 -1.21
O1 -1.50 -1.82 -0.43
O2 -1.91 -0.09 -1.65
H23 -7.16 -3.20 -1.84
H24 -6.82 -0.77 -1.75
H25 -4.53 0.16 -1.56
H26 -2.93 -3.82 -1.51
N9 0.68 2.69 -4.42
C25 0.08 1.89 -3.54
N10 -0.86 1.05 -3.93
S4 0.58 2.02 -1.91
H27 0.38 2.75 -5.38
H28 1.37 3.35 -4.10
H29 -1.17 1.02 -4.89
H30 -1.34 0.47 -3.25

=====

# 3
This record from the Open Molecules 2025 dataset describes a cluster of 3 separate species, C3H12O3S in total at a distorted geometry. The level of theory is ωB97M-V/def2-TZVPD.

- SMILES string = OCCCS.O.O
- max |F| (eV/Å) = 2.087
- E_HOMO (Ha) = -0.3313
- total charge = 0
- E (eV) = -20282.5796
- energy above the lowest of the compared OMol25 structures with the same formula, charge and spin (kcal/mol) = 18.6
- multiplicity = 1

Element x y z (Å)
O1 0.45 -0.53 -0.57
C1 0.51 0.89 -0.76
C2 1.98 1.29 -0.96
C3 2.57 1.95 0.30
S1 2.76 0.79 1.70
H1 -0.16 -0.69 0.16
H2 0.05 1.04 -1.74
H3 0.03 1.48 0.01
H4 2.55 0.37 -1.05
H5 2.12 1.98 -1.78
H6 1.97 2.78 0.67
H7 3.54 2.38 0.12
H8 1.76 1.25 2.46
O2 -1.46 -2.23 -3.31
H9 -1.01 -1.41 -3.07
H10 -2.07 -1.96 -3.99
O3 -5.54 -2.91 3.95
H11 -4.95 -3.13 4.68
H12 -5.11 -3.34 3.20

=====

# 4
This record from the Open Molecules 2025 dataset describes a cluster of 3 separate species, C6H10O in total at a distorted geometry. The level of theory is ωB97M-V/def2-TZVPD.

- max |F| (eV/Å) = 6.439
- E_HOMO (Ha) = -0.2559
- total charge = 0
- E (eV) = -8424.6378
- energy above the lowest of the compared OMol25 structures with the same formula, charge and spin (kcal/mol) = 152.3
- multiplicity = 1

Element x y z (Å)
C1 2.34 -0.24 0.01
C2 0.47 0.66 -0.48
C3 -0.18 -0.49 -0.17
C4 -1.92 0.55 -0.85
C5 -0.39 -1.66 0.37
C6 -2.61 1.29 0.00
O1 2.50 -0.99 1.19
H1 2.28 -0.43 1.95
H2 2.92 0.68 0.03
H3 2.57 -0.86 -0.85
H4 0.67 0.89 -1.52
H5 0.42 1.49 0.22
H6 -2.31 0.26 -1.82
H7 0.45 -2.23 0.77
H8 -1.37 -2.11 0.37
H9 -2.21 1.58 0.97
H10 -3.63 1.63 -0.19

=====

# 5
This record from the Open Molecules 2025 dataset describes a structure of composition C28H39Br14N3O2S at a distorted geometry. The level of theory is ωB97M-V/def2-TZVPD.

- max |F| (eV/Å) = 4.599
- E_HOMO (Ha) = -0.2976
- total charge = 0
- E (eV) = -1029661.4838
- multiplicity = 1

Element x y z (Å)
C1 5.47 1.34 -0.81
C2 4.16 1.51 -1.64
O1 3.60 0.52 -2.05
O2 3.57 2.75 -1.94
C3 3.24 3.51 -0.76
C4 1.69 3.71 -0.53
C5 0.65 2.73 -0.88
C6 -0.79 3.07 -0.55
C7 -2.01 2.12 -0.85
C8 -2.05 1.57 -2.19
C9 -3.13 0.63 -2.56
C10 -4.05 0.38 -1.44
C11 -3.84 1.08 -0.18
N1 -2.86 1.96 0.22
C12 -1.14 4.33 0.07
C13 -0.14 5.37 0.46
N2 -0.41 6.56 1.08
S1 1.13 7.22 1.26
N3 2.10 6.04 0.59
C14 1.30 5.00 0.14
H1 6.10 2.27 -0.76
H2 6.07 0.48 -1.22
H3 5.18 1.08 0.24
H4 3.71 4.54 -0.82
H5 3.66 3.06 0.19
H6 0.93 1.77 -1.38
H7 -1.27 1.85 -2.94
H8 -3.26 0.11 -3.55
H9 -4.90 -0.33 -1.56
H10 -4.61 0.87 0.62
H11 -2.22 4.55 0.31
Br1 -6.32 2.37 -0.33
C15 -8.23 2.39 -0.71
C16 -8.52 1.85 -2.08
Br2 -8.09 3.15 -3.47
H12 -8.57 3.42 -0.57
H13 -8.68 1.76 0.06
H14 -9.58 1.64 -2.20
H15 -7.95 0.95 -2.32
Br3 2.46 -0.10 0.74
C17 1.82 -0.25 2.57
C18 0.32 -0.26 2.60
Br4 -0.36 1.55 2.34
H16 2.26 0.56 3.13
H17 2.22 -1.20 2.94
H18 -0.05 -0.57 3.58
H19 -0.12 -0.88 1.83
Br5 -2.30 -3.43 -6.02
C19 -3.07 -2.11 -7.22
C20 -3.08 -0.74 -6.59
Br6 -4.50 -0.57 -5.27
H20 -4.06 -2.46 -7.48
H21 -2.43 -2.12 -8.10
H22 -3.29 0.03 -7.34
H23 -2.15 -0.49 -6.08
Br7 2.18 -4.03 2.89
C21 3.32 -4.08 1.31
C22 2.59 -4.65 0.12
Br8 2.46 -6.59 0.25
H24 4.21 -4.64 1.58
H25 3.59 -3.04 1.12
H26 3.15 -4.47 -0.80
H27 1.58 -4.27 0.01
Br9 -7.66 -1.70 -2.02
C23 -9.11 -2.66 -1.14
C24 -10.13 -1.71 -0.57
Br10 -9.49 -0.90 1.08
H28 -8.65 -3.30 -0.40
H29 -9.55 -3.27 -1.93
H30 -11.04 -2.24 -0.30
H31 -10.38 -0.89 -1.25
Br11 6.21 -1.93 4.31
C25 5.58 -2.10 6.15
C26 4.08 -2.09 6.20
Br12 3.36 -0.30 5.98
H32 6.03 -1.29 6.71
H33 5.98 -3.05 6.50
H34 3.73 -2.42 7.18
H35 3.62 -2.72 5.44
Br13 8.73 -1.07 1.27
C27 10.00 -1.47 2.69
C28 10.46 -2.90 2.64
Br14 9.10 -4.10 3.35
H36 9.52 -1.20 3.63
H37 10.84 -0.79 2.52
H38 11.33 -3.05 3.28
H39 10.69 -3.24 1.63

=====

# 6
This record from the Open Molecules 2025 dataset describes the molecule C5H6OS2 at a distorted geometry. The level of theory is ωB97M-V/def2-TZVPD.

- max |F| (eV/Å) = 5.735
- E_HOMO (Ha) = -0.3106
- total charge = 0
- E (eV) = -28995.1990
- energy above the lowest of the compared OMol25 structures with the same formula, charge and spin (kcal/mol) = 109.7
- multiplicity = 1

Element x y z (Å)
C1 0.75 1.43 -0.47
C2 0.86 0.84 0.79
C3 -0.05 0.80 -1.50
C4 0.75 -0.63 0.94
C5 -1.40 -0.45 -0.42
O1 -0.86 -2.58 0.96
S1 -0.03 0.53 -3.11
S2 -1.07 -1.13 1.14
H1 1.00 2.48 -0.47
H2 1.23 1.38 1.64
H3 1.14 -1.15 0.19
H4 1.30 -0.94 1.87
H5 -2.09 0.44 -0.23
H6 -1.53 -1.00 -1.31